one | {
  "formula": "C2H8S3",
  "method": "ωB97M-V with the def2-TZVPD basis set",
  "smiles": "CCS.SS",
  "mol_weight_da": 128.29,
  "e_lumo_ev": 0.2487,
  "orbital_gap_ev": 9.14,
  "symbols": ["S", "S", "S", "C", "C", "H", "H", "H", "H", "H", "H", "H", "H"],
  "xyz": [[-0.935, -0.593, -2.557], [-0.306, -2.314, -1.618], [1.609, -0.690, 1.667], [-0.213, 1.058, 0.370], [0.815, 0.933, 1.462], [1.582, 1.697, 1.332], [0.429, 1.238, 2.444], [-0.987, 1.763, 0.658], [-0.600, 0.067, 0.147], [1.025, -1.223, 0.611], [-1.664, -1.203, -3.509], [0.266, 1.430, -0.538], [-1.020, -2.161, -0.468]]
}


two | {
  "formula": "C2H8S3",
  "method": "ωB97M-V with the def2-TZVPD basis set",
  "smiles": "CSC.SS",
  "mol_weight_da": 128.29,
  "e_lumo_ev": 0.1209,
  "orbital_gap_ev": 8.65,
  "symbols": ["S", "S", "S", "C", "C", "H", "H", "H", "H", "H", "H", "H", "H"],
  "xyz": [[2.422, 1.090, 1.011], [2.696, -0.977, 0.817], [-2.075, -0.457, -0.597], [-0.614, -0.314, -1.650], [-1.385, 0.285, 0.889], [-1.107, 1.327, 0.735], [1.970, 1.262, -0.235], [0.187, -0.904, -1.207], [-0.319, 0.729, -1.745], [1.730, -1.307, 1.698], [-0.501, -0.244, 1.242], [-2.144, 0.236, 1.668], [-0.861, -0.725, -2.625]]
}


Pick the least stable structure from those above. Pick: one